[1]
17
Properties=species:S:1:pos:R:3:lowdin_charge:R:1 method="wB97M-V/def2-TZVPD" relative_energy_kcal_mol=46.89 total_energy_ha=-342.5137 total_charge=+1 e_homo_ha=-0.4634
C 0.040 -0.700 0.409 -0.14
C -0.171 -0.154 1.635 -0.13
N -0.254 -1.018 2.767 0.16
N 0.161 0.035 -0.778 0.09
H 0.532 -1.691 0.401 0.14
H -0.297 0.896 1.939 0.13
H -1.175 -1.152 3.176 0.17
H 0.433 -0.869 3.516 0.18
H 0.020 -1.856 2.279 0.14
H -0.057 1.031 -0.873 0.07
H -0.159 -0.568 -1.519 0.05
H 1.094 3.270 -0.477 0.07
H -0.420 3.502 -0.538 0.04
O 0.236 2.919 -0.204 -0.04
H -0.465 -0.753 -4.351 0.07
H 0.528 -1.790 -3.840 0.03
O -0.047 -1.103 -3.543 -0.05

=====

[2]
15
Properties=species:S:1:pos:R:3:lowdin_charge:R:1 method="wB97M-V/def2-TZVPD" relative_energy_kcal_mol=83.79 total_energy_ha=-863.5176 total_charge=0 e_homo_ha=-0.3351
C -0.055 -2.016 -0.089 -0.25
C 0.008 -0.572 -0.095 -0.39
C -0.991 0.092 0.466 -0.46
C -0.991 2.336 0.611 -0.32
C 1.286 -0.146 -0.622 -0.07
N 0.895 -2.695 -0.484 0.10
N -0.103 3.053 0.269 0.14
F -2.222 2.609 1.061 0.03
Cl -2.500 -0.500 0.971 0.68
H -1.004 -2.430 0.190 0.08
H 1.724 0.357 0.166 0.06
H 1.842 -1.048 -0.864 0.06
H 1.162 0.579 -1.459 0.11
H 0.922 -3.710 -0.686 0.09
H 0.026 4.091 0.564 0.13

=====

[3]
54
Properties=species:S:1:pos:R:3:lowdin_charge:R:1 method="wB97M-V/def2-TZVPD" relative_energy_kcal_mol=0.00 total_energy_ha=-1662.2761 total_charge=-1 e_homo_ha=-0.2420
C -0.288 0.407 0.501 -0.26
O 0.056 0.394 1.885 -0.31
C 0.874 0.711 -0.454 -0.24
C 0.819 2.120 -1.013 -0.57
S 2.186 2.497 -2.151 0.70
H -1.094 1.136 0.353 0.10
H -0.704 -0.569 0.256 0.08
H 1.807 0.554 0.077 0.08
H 0.844 -0.012 -1.270 0.08
H 0.808 2.850 -0.199 0.07
H -0.082 2.270 -1.609 0.06
H 3.181 2.200 -1.298 -0.17
H 0.260 0.454 -3.738 0.03
H -1.238 0.026 -3.710 0.01
O -0.324 -0.294 -3.927 -0.08
H 0.590 -2.190 -1.469 0.01
H -0.295 -1.636 -2.643 0.04
O -0.327 -2.195 -1.819 -0.10
H -2.960 1.291 -2.621 0.02
H -2.998 -0.248 -2.467 0.02
O -2.828 0.456 -3.121 -0.08
H 1.322 -0.555 2.705 0.00
H 2.415 0.034 3.543 0.04
O 2.136 -0.819 3.182 -0.07
H 0.737 -2.751 0.914 0.05
H -0.150 -1.779 1.707 0.02
O -0.077 -2.706 1.438 -0.04
H 0.945 1.299 2.207 0.01
H 1.435 2.885 2.575 0.03
O 1.795 1.996 2.513 -0.17
H -1.368 0.795 2.604 0.01
H -2.471 0.281 3.609 0.05
O -2.286 0.986 2.974 -0.10
H -1.488 -3.696 -1.074 0.02
H -1.457 -3.602 0.432 0.01
O -2.036 -3.904 -0.298 -0.09
H -2.520 2.998 -0.804 0.03
H -3.559 1.892 -0.556 0.01
O -3.243 2.539 -1.239 -0.09
H -3.522 -0.052 0.188 0.02
H -3.337 0.819 1.460 0.01
O -3.894 0.726 0.656 -0.09
H 3.839 -0.071 0.824 0.01
H 3.194 -1.079 1.776 0.02
O 3.727 -1.034 0.943 -0.09
H 2.832 -1.993 -1.771 0.06
H 2.814 -1.765 -0.240 0.00
O 2.329 -2.213 -0.982 -0.08
H 4.599 2.007 1.501 0.05
H 3.039 1.919 1.523 0.00
O 3.853 1.748 0.952 -0.12
H -1.887 -1.556 -1.121 0.01
H -3.172 -2.229 -0.739 0.06
O -2.831 -1.343 -0.963 -0.09

=====

[4]
81
Properties=species:S:1:pos:R:3:lowdin_charge:R:1 method="wB97M-V/def2-TZVPD" relative_energy_kcal_mol=0.00 smiles="O=C1OC[C@@H](F)O1.O=C1OC[C@@H](F)O1.O=C1OC[C@@H](F)O1.O=C1OC[C@@H](F)O1.O=C1OC[C@@H](F)O1.C1CCOC1.CO.CO.CO" total_energy_ha=-2788.1938 total_charge=0 e_homo_ha=-0.3345
O -2.430 6.048 -1.476 0.19
C -1.774 5.086 -1.683 -0.54
O -2.067 3.837 -1.274 0.10
C -0.971 2.993 -1.520 -0.07
C -0.113 3.789 -2.526 -0.29
F -0.331 3.364 -3.823 0.04
O -0.611 5.079 -2.391 0.14
H -0.370 2.746 -0.643 0.13
H -1.268 2.046 -1.963 0.12
H 0.953 3.687 -2.355 0.15
O 1.346 -3.734 2.605 0.17
C 1.409 -3.857 1.427 -0.52
O 1.320 -2.865 0.527 0.07
C 1.164 -3.407 -0.787 -0.03
C 1.393 -4.903 -0.593 -0.29
F 2.506 -5.341 -1.252 0.06
O 1.590 -5.050 0.788 0.14
H 0.124 -3.228 -1.069 0.12
H 1.821 -2.934 -1.511 0.14
H 0.548 -5.522 -0.891 0.17
O -2.929 -3.961 -1.363 0.18
C -2.955 -3.230 -2.293 -0.54
O -1.924 -2.431 -2.660 0.05
C -2.411 -1.492 -3.620 -0.06
C -3.600 -2.223 -4.198 -0.31
F -3.246 -2.996 -5.259 0.07
O -4.015 -3.030 -3.125 0.14
H -2.627 -0.556 -3.104 0.14
H -1.675 -1.288 -4.397 0.14
H -4.421 -1.573 -4.494 0.17
O -1.216 0.575 3.424 0.18
C -0.952 1.599 3.948 -0.53
O 0.203 1.877 4.589 0.06
C 0.132 3.171 5.187 -0.04
C -1.260 3.690 4.811 -0.31
F -1.186 4.813 4.054 0.08
O -1.813 2.654 4.041 0.14
H 0.311 3.151 6.259 0.14
H 0.912 3.770 4.714 0.14
H -1.891 3.814 5.691 0.17
O 1.454 1.024 -2.120 0.15
C 2.122 1.001 -3.104 -0.52
O 2.436 2.074 -3.857 0.08
C 3.578 1.685 -4.616 -0.04
C 3.232 0.235 -4.887 -0.30
F 4.317 -0.528 -5.098 0.10
O 2.648 -0.124 -3.635 0.14
H 3.730 2.239 -5.541 0.15
H 4.502 1.771 -4.042 0.15
H 2.500 0.112 -5.684 0.18
C 3.036 1.634 2.240 -0.16
C 2.702 1.558 0.760 -0.16
C 3.885 0.725 0.260 -0.20
O 4.062 -0.270 1.277 -0.15
C 3.664 0.278 2.553 -0.17
H 2.196 1.860 2.898 0.09
H 3.795 2.402 2.404 0.11
H 2.692 2.534 0.276 0.11
H 1.814 0.971 0.533 0.09
H 4.822 1.282 0.140 0.12
H 3.645 0.131 -0.624 0.11
H 4.519 0.373 3.232 0.11
H 3.040 -0.506 2.989 0.12
C -0.850 -0.221 0.389 -0.14
O -0.703 -0.144 -1.019 -0.14
H -1.742 -0.725 0.748 0.06
H 0.008 -0.739 0.827 0.07
H -0.887 0.783 0.833 0.07
H 0.206 0.120 -1.204 0.02
C -1.884 -2.798 3.661 -0.17
O -0.895 -3.410 4.477 -0.12
H -2.603 -2.364 4.357 0.08
H -1.515 -2.001 3.011 0.05
H -2.429 -3.504 3.026 0.07
H -0.112 -3.573 3.939 0.02
C -4.593 -1.025 1.479 -0.16
O -4.907 -2.331 1.930 -0.12
H -5.495 -0.509 1.122 0.08
H -4.243 -0.437 2.324 0.08
H -3.889 -1.040 0.645 0.06
H -5.534 -2.711 1.311 0.07

=====

[5]
6
Properties=species:S:1:pos:R:3:lowdin_charge:R:1 method="wB97M-V/def2-TZVPD" relative_energy_kcal_mol=68.98 total_energy_ha=-261.0153 total_charge=0 e_homo_ha=-0.3998
H 0.140 0.631 -1.638 0.14
N -0.190 0.729 -0.602 0.14
N 0.123 -0.308 -0.017 -0.50
O 0.632 -1.291 -0.400 0.09
O -0.332 -0.275 1.261 0.19
H -0.372 0.514 1.396 -0.05

=====

[6]
117
Properties=species:S:1:pos:R:3:mulliken_spin:R:1 method="wB97M-V/def2-TZVPD" relative_energy_kcal_mol=0.00 s2=6.101 multiplicity=5 total_energy_ha=-3704.3073 total_charge=0 e_homo_ha="-0.2100 / -0.2854"
Rh -0.614 -0.935 0.252 1.27
O 2.371 -0.367 -0.386 0.01
P 3.511 0.581 0.032 0.00
C 3.023 2.219 -0.548 0.28
P 1.299 2.838 0.378 0.47
O 0.768 1.595 1.148 -0.01
C -0.354 3.787 1.089 0.19
C -0.674 3.160 2.333 -0.01
C -1.590 3.651 3.238 0.01
C -2.359 4.767 2.905 -0.01
C -2.037 5.470 1.737 0.02
C -1.007 5.022 0.885 -0.01
C 2.400 3.991 1.352 0.00
C 2.583 3.486 2.627 -0.04
C 3.389 4.180 3.521 0.00
C 4.044 5.317 3.120 0.00
C 3.931 5.791 1.817 0.01
C 3.082 5.143 0.907 0.03
C 4.952 -0.141 -0.899 0.02
C 5.905 0.398 -1.792 0.00
C 6.639 -0.493 -2.626 0.00
C 6.575 -1.875 -2.446 0.00
C 5.875 -2.378 -1.346 0.00
C 5.176 -1.482 -0.540 0.00
C 4.043 0.606 1.791 0.01
C 5.236 1.161 2.383 -0.01
C 5.490 0.941 3.725 0.00
C 4.584 0.252 4.526 0.00
C 3.370 -0.169 3.980 0.00
C 3.107 -0.032 2.617 -0.03
H 2.863 2.163 -1.622 -0.03
H 3.801 2.964 -0.300 0.00
H -0.154 2.246 2.599 0.02
H -1.741 3.108 4.160 0.00
H -3.151 5.104 3.591 0.00
H -2.606 6.356 1.444 0.00
H -0.749 5.667 0.036 0.01
H 2.051 2.566 2.898 0.00
H 3.523 3.791 4.540 0.00
H 4.685 5.866 3.827 0.00
H 4.556 6.646 1.516 0.00
H 2.969 5.508 -0.131 0.01
H 6.005 1.489 -1.950 0.00
H 7.206 -0.043 -3.447 0.00
H 7.041 -2.554 -3.147 0.00
H 5.933 -3.442 -1.095 0.00
H 4.677 -1.890 0.326 0.00
H 5.925 1.759 1.791 0.00
H 6.400 1.360 4.167 0.00
H 4.816 0.068 5.597 0.00
H 2.582 -0.616 4.587 0.00
H 2.154 -0.339 2.202 0.02
H -0.645 -0.973 1.896 -0.07
S 1.756 -5.256 0.903 0.01
C 1.004 -3.666 1.183 0.03
N 0.997 -2.714 0.233 -0.03
C 1.524 -3.327 -0.941 -0.03
C 1.743 -2.805 -2.199 0.03
C 2.061 -3.645 -3.261 0.01
C 1.916 -5.019 -3.185 0.00
C 1.684 -5.563 -1.893 0.01
C 1.664 -4.762 -0.809 0.00
H 0.795 -3.402 2.215 0.01
H 1.777 -1.700 -2.314 0.00
H 2.434 -3.121 -4.150 0.00
H 1.998 -5.659 -4.068 0.00
H 1.468 -6.626 -1.761 0.00
C -2.162 -1.026 -3.152 0.02
C -2.686 -2.477 -3.270 -0.04
C -4.002 -2.511 -4.121 0.03
C -2.730 -3.327 -2.026 0.30
C -2.740 -4.650 -2.372 -0.10
C -2.419 -5.693 -1.530 0.24
C -2.411 -5.417 -0.160 -0.11
C -2.582 -4.188 0.412 0.25
C -2.660 -4.230 1.887 -0.03
C -3.644 -5.376 2.384 0.02
C -3.002 -2.911 2.594 0.03
C -2.459 -3.081 -0.591 -0.09
N -1.884 -1.986 -0.206 1.16
H -1.839 -0.582 -4.116 0.00
H -1.266 -0.919 -2.496 0.02
H -2.966 -0.411 -2.695 -0.01
H -1.863 -2.977 -3.886 0.02
H -4.865 -2.144 -3.519 0.00
H -4.231 -3.531 -4.477 0.00
H -3.869 -1.832 -4.992 0.00
H -2.904 -4.923 -3.412 0.01
H -2.216 -6.702 -1.898 0.01
H -2.215 -6.207 0.548 0.00
H -1.668 -4.533 2.326 0.02
H -4.613 -5.332 1.861 0.00
H -3.794 -5.310 3.478 0.00
H -3.235 -6.380 2.224 0.00
H -4.126 -2.776 2.475 0.00
H -2.512 -2.145 2.051 0.00
H -2.637 -2.871 3.668 0.00
N -6.867 6.264 -4.670 0.00
C -6.328 5.527 -3.964 0.00
C -5.663 4.655 -3.040 0.00
C -6.120 4.501 -1.737 0.00
C -5.392 3.806 -0.794 0.00
C -4.176 3.156 -1.118 0.00
C -3.710 3.336 -2.435 0.00
C -4.483 3.983 -3.374 0.00
N -3.533 2.166 -0.269 0.01
C -4.132 1.287 0.659 0.00
C -3.158 0.423 1.061 -0.04
N -1.999 0.619 0.375 0.06
C -2.191 1.791 -0.316 -0.03
H -7.120 4.877 -1.510 0.00
H -5.759 3.768 0.234 0.00
H -2.753 2.879 -2.722 0.00
H -4.159 4.026 -4.412 0.00
H -5.178 1.341 0.909 0.00
H -3.277 -0.334 1.815 0.02
H -1.482 2.351 -0.897 0.02

=====

[7]
9
Properties=species:S:1:pos:R:3:lowdin_charge:R:1 method="wB97M-V/def2-TZVPD" relative_energy_kcal_mol=0.00 total_energy_ha=-450.2266 total_charge=0 e_homo_ha=-0.2288
H 1.187 2.201 -1.297 -0.25
O -1.075 -0.451 -1.265 -0.39
C -0.961 -1.068 -0.074 -0.31
C 0.031 -0.744 0.789 -0.31
O 0.810 0.330 0.500 -0.55
Li 1.177 2.064 0.727 0.64
Sn 0.467 0.636 -1.380 0.95
H -1.749 -1.773 0.218 0.12
H 0.114 -1.196 1.783 0.11

=====

[8]
40
Properties=species:S:1:pos:R:3:lowdin_charge:R:1 method="wB97M-V/def2-TZVPD" relative_energy_kcal_mol=10.04 total_energy_ha=-6333.4820 total_charge=+1 e_homo_ha=-0.4743
Be -0.645 -0.950 -0.215 0.14
Br 5.658 -1.491 0.015 0.85
C 3.794 -1.460 -0.152 -0.66
C 3.209 -1.406 -1.409 -0.07
C 1.833 -1.357 -1.481 -0.04
N 1.062 -1.369 -0.392 0.10
C 1.633 -1.441 0.824 -0.15
C 3.002 -1.487 0.985 -0.02
C 0.639 -1.469 1.924 -0.17
C 0.935 -1.578 3.262 -0.02
C -0.121 -1.581 4.162 -0.65
Br 0.230 -1.680 5.997 0.85
C -1.426 -1.512 3.704 -0.06
C -1.633 -1.404 2.343 -0.03
N -0.624 -1.371 1.477 0.09
H 3.811 -1.397 -2.306 0.12
H 1.321 -1.307 -2.436 0.14
H 3.456 -1.539 1.963 0.12
H 1.954 -1.644 3.613 0.12
H -2.262 -1.533 4.388 0.12
H -2.631 -1.337 1.924 0.14
O -3.649 -2.454 -1.634 0.14
N -2.603 -1.920 -1.883 -0.45
O -2.305 -1.418 -2.983 0.02
O -1.741 -1.801 -0.900 -0.02
C -1.139 3.895 -2.422 0.00
N -0.897 2.860 -1.432 -0.08
C -0.440 3.129 -0.087 -0.02
C -0.286 1.723 0.472 -0.41
O 0.126 1.463 1.575 0.10
N -0.664 0.810 -0.519 0.16
C -0.970 1.542 -1.620 -0.36
N -1.267 0.999 -2.786 0.24
H -1.402 4.814 -1.904 0.10
H -1.977 3.629 -3.067 0.09
H -0.256 4.085 -3.037 0.10
H -1.166 3.700 0.493 0.15
H 0.513 3.657 -0.064 0.15
H -1.537 0.011 -2.836 0.05
H -1.535 1.588 -3.556 0.12

=====

[9]
51
Properties=species:S:1:pos:R:3:mulliken_spin:R:1 method="wB97M-V/def2-TZVPD" s2=0.751 multiplicity=2 total_energy_ha=-2902.6648 total_charge=+1 e_homo_ha="-0.1801 / -0.4713"
Zn 14.254 31.619 17.410 1.27
C 15.893 34.017 18.808 1.03
O 15.263 33.129 18.217 -0.08
N 16.568 34.873 18.072 -0.07
N 15.936 34.327 20.074 -0.06
H 16.907 35.706 18.532 0.00
H 16.558 34.747 17.070 -0.01
H 16.404 35.153 20.419 -0.01
H 15.241 33.829 20.611 0.00
C 11.554 32.517 19.034 0.90
O 12.551 32.229 18.354 -0.11
N 10.569 33.170 18.451 -0.04
N 11.290 32.430 20.365 0.08
H 9.714 33.301 18.972 0.02
H 10.651 33.458 17.487 -0.08
H 11.958 32.035 21.012 -0.01
H 10.342 32.627 20.652 -0.03
C 12.508 28.911 17.418 -0.08
O 13.108 30.064 16.815 -0.09
C 12.486 30.222 15.519 0.13
C 13.239 31.308 14.708 0.07
N 13.390 32.490 15.626 -0.17
C 14.106 33.625 14.851 0.12
C 15.596 33.354 14.566 0.05
O 16.393 33.317 15.743 -0.18
C 17.826 33.024 15.583 0.07
H 11.436 28.724 17.474 0.00
H 12.682 28.760 18.484 0.11
H 12.863 28.032 16.880 -0.02
H 11.448 30.556 15.521 0.03
H 12.510 29.327 14.899 0.00
H 12.675 31.660 13.844 -0.01
H 14.124 30.812 14.309 -0.03
H 12.458 32.789 15.875 0.03
H 13.968 34.443 15.559 0.02
H 13.630 34.002 13.945 0.00
H 15.889 34.080 13.808 0.01
H 15.719 32.429 14.003 -0.02
H 18.157 33.769 14.860 0.01
H 17.941 31.962 15.368 0.04
H 18.486 33.222 16.428 0.00
C 16.333 29.583 17.535 0.23
C 16.006 29.819 18.951 0.12
O 14.778 30.507 19.101 -2.37
O 15.967 30.729 16.658 -1.30
H 15.716 28.704 17.346 0.01
H 17.394 29.361 17.421 0.04
H 16.841 30.373 19.380 -0.02
H 15.975 28.922 19.570 0.04
H 14.681 30.510 20.056 1.13
H 16.679 30.911 16.041 0.22

=====

[10]
18
Properties=species:S:1:pos:R:3:lowdin_charge:R:1 method="wB97M-V/def2-TZVPD" relative_energy_kcal_mol=39.92 smiles=Cc1c[nH]cn1.CO total_energy_ha=-381.2218 total_charge=0 e_homo_ha=-0.3126
C -1.602 -0.012 0.643 -0.07
C -0.416 -0.879 0.850 -0.38
C 0.738 -0.615 1.574 -0.09
N 1.504 -1.734 1.492 0.04
C 0.780 -2.613 0.696 -0.18
N -0.358 -2.099 0.239 0.10
H -1.506 0.978 0.145 0.05
H -2.004 0.389 1.636 0.09
H -2.419 -0.640 0.310 0.07
H 1.028 0.225 2.117 0.10
H 2.430 -1.741 1.902 0.15
H 1.172 -3.576 0.387 0.11
C 0.006 1.723 -1.963 -0.17
O 0.389 3.042 -2.397 -0.15
H 0.446 1.277 -1.102 0.05
H 0.198 1.044 -2.836 0.09
H -1.114 1.687 -2.097 0.09
H 0.729 3.542 -1.598 0.10

=====

[11]
6
Properties=species:S:1:pos:R:3:lowdin_charge:R:1 method="wB97M-V/def2-TZVPD" relative_energy_kcal_mol=47.93 total_energy_ha=-1039.7239 total_charge=-1 e_homo_ha=-0.0948
C -0.247 0.800 0.487 -0.59
N 0.981 -0.925 -0.458 -0.90
O -1.285 0.589 0.014 0.06
O 0.586 1.295 1.138 0.10
S -0.201 -2.217 -0.622 0.17
S 0.612 -1.201 -2.108 0.16

=====

[12]
14
Properties=species:S:1:pos:R:3:mulliken_spin:R:1 method="wB97M-V/def2-TZVPD" relative_energy_kcal_mol=53.53 s2=6.006 multiplicity=5 total_energy_ha=-1764.1662 total_charge=-1 e_homo_ha="-0.0509 / -0.0478"
H 0.759 -2.035 -0.610 0.00
C 0.873 -1.002 -0.266 0.00
C 0.446 0.048 -0.982 0.02
H 0.402 -0.198 -2.059 0.00
H 0.581 1.072 -0.640 0.00
O 1.317 -1.016 1.004 0.02
O 1.429 0.280 1.579 0.05
Co 3.296 0.646 1.508 3.89
C -2.076 0.582 1.979 0.00
C -2.188 -0.716 1.653 0.01
O -0.925 1.369 2.065 0.00
H -2.937 1.264 2.074 0.00
H -1.186 -1.195 1.743 0.01
H -0.122 0.852 1.834 0.01